{"formula": "C4H6O2", "method": "ωB97M-V/def2-TZVPD", "symbols": ["C", "C", "O", "C", "O", "C", "H", "H", "H", "H", "H", "H"], "positions_angstrom": [[1.03, -1.42, -0.95], [1.02, -0.62, 0.32], [1.59, -0.87, 1.34], [-0.50, 0.39, 0.37], [0.65, 0.85, 0.04], [-1.55, 1.41, 0.64], [0.74, -2.45, -0.72], [0.36, -1.01, -1.72], [2.06, -1.43, -1.32], [-1.24, 2.42, 0.35], [-2.48, 1.13, 0.14], [-1.77, 1.39, 1.72]], "relative_energy_ev": 3.266, "charge": 0, "orbital_gap_ha": 0.353, "energy_ev": -8337.1956}